# 1
Computed, not measured: 2 unconnected molecules or ions with the total composition C4H15N2O, with ωB97M-V/def2-TZVPD.

The gap between HOMO and LUMO is 9.15 eV. As for the total charge: +1.

Element x y z (Å)
N (-1.403457, 1.048988, 1.468192)
C (-1.334534, -0.122338, 0.462684)
C (0.069153, -0.677518, 0.642852)
N (1.036268, 0.390361, 0.308778)
C (1.438289, 0.316372, -1.114407)
C (2.201727, 0.457792, 1.188094)
H (-1.156516, 0.807218, 2.425797)
H (-2.378744, 1.351106, 1.403463)
H (-0.869997, 1.889558, 1.258295)
H (-1.459713, 0.395230, -0.489477)
H (-2.175110, -0.781798, 0.662574)
H (0.193345, -1.473527, -0.098451)
H (0.265869, -1.106958, 1.628700)
H (2.464389, -0.074361, -1.165219)
H (1.609617, 1.377131, -1.371049)
H (0.714835, -0.213726, -1.710170)
H (2.916725, -0.379526, 1.138354)
H (1.901217, 0.495324, 2.242132)
H (2.753123, 1.341500, 0.871672)
H (-2.209006, -1.940282, -2.861857)
H (-0.790842, -1.408870, -2.920537)
O (-1.638606, -1.232972, -2.509030)

Atomic forces in eV per Å
N -1.61 0.16 -0.20
C 1.19 1.25 0.74
C 0.66 -0.18 -1.32
N -0.72 -1.01 0.47
C 1.40 1.79 1.37
C 0.07 -0.09 -0.01
H -0.23 -0.31 0.07
H 0.01 0.11 0.69
H 0.69 -0.34 -0.67
H 0.04 -0.50 -0.12
H 0.13 -0.05 0.11
H -0.16 -0.35 0.33
H -0.26 0.17 0.04
H -0.40 -0.69 -0.31
H -0.54 -0.49 -0.76
H -0.06 0.13 -0.31
H -0.31 -0.16 -0.39
H -0.01 0.42 -0.23
H 0.09 0.16 0.47
H 0.21 0.46 0.22
H 0.19 -0.01 -0.21
O -0.38 -0.46 0.02

# 2
Computed, not measured: 2 unconnected molecules or ions with the total composition C4H15N2O, with ωB97M-V/def2-TZVPD.

As for the multiplicity: 2. The gap between HOMO and LUMO (spin up / spin down) is 11.26 / 5.58 eV. As for the total charge: +2.

Element x y z (Å)
C (2.205936, 1.162192, -1.045185)
C (0.740487, 0.574721, -0.858870)
C (0.211202, 0.850267, 0.656705)
C (-0.869182, -0.104589, 1.086177)
N (-2.238070, 0.088505, 0.438966)
N (-0.179562, 0.959978, -1.835711)
H (2.719644, 0.467174, -1.698002)
H (2.230231, 2.213568, -1.302076)
H (2.730552, 1.042630, -0.095943)
H (0.950032, -0.481958, -0.988861)
H (1.090860, 0.763198, 1.265936)
H (-0.121423, 1.898114, 0.647725)
H (-1.005811, -0.234691, 2.160430)
H (-0.563735, -1.121602, 0.827631)
H (-2.728593, 0.820867, 0.961385)
H (-2.110497, 0.298556, -0.534772)
H (-2.824574, -0.723900, 0.649908)
H (0.008905, 1.891913, -2.231897)
H (-0.291602, 0.288158, -2.598217)
H (0.833793, -3.165110, 2.104786)
H (0.516994, -3.774081, 0.776004)
O (0.380559, -2.956939, 1.272765)

Atomic forces in eV per Å
C -0.10 0.27 0.92
C 0.53 -1.28 0.76
C -0.66 1.20 -1.10
C 0.20 -1.72 -0.29
N 0.60 0.26 2.39
N 2.13 0.46 -1.17
H -0.10 0.34 -0.74
H 0.09 0.07 -0.40
H -0.29 0.12 0.16
H -0.74 -0.46 0.45
H 0.20 -0.17 0.42
H 0.19 -0.14 0.29
H -0.05 0.78 0.10
H 0.03 -0.09 -0.22
H 0.00 0.54 -0.62
H -0.67 0.04 -0.65
H 0.14 -0.36 -0.72
H -0.87 0.19 0.39
H -0.65 -0.09 0.07
H -0.17 0.22 -0.06
H -0.16 0.06 -0.17
O 0.33 -0.23 0.18

# 3
Computed, not measured: 2 unconnected molecules or ions with the total composition C4H15N2O2, with ωB97M-V/def2-TZVPD.

The gap between HOMO and LUMO is 11.08 eV. As for the total charge: +1.

Element x y z (Å)
C (-0.855713, -0.845330, 1.917320)
O (-1.224573, 0.248252, 2.731358)
C (-0.911410, -0.518946, 0.424425)
C (-0.005308, -1.391305, -0.459200)
C (0.130881, -0.964572, -1.925959)
N (0.899970, 0.292331, -2.132097)
N (-0.612437, 0.918773, 0.225746)
H (0.117843, -1.166649, 2.307413)
H (-1.494753, -1.702094, 2.087375)
H (-2.176870, 0.346690, 2.754202)
H (-1.924250, -0.696154, 0.084045)
H (0.954528, -1.356770, 0.077341)
H (-0.154825, -2.445342, -0.360720)
H (0.600478, -1.813346, -2.393455)
H (-0.841414, -0.744257, -2.343524)
H (1.894987, 0.092237, -2.180965)
H (0.560102, 0.738040, -2.968667)
H (0.002463, 1.026136, -0.630865)
H (0.062056, 1.264046, 0.885804)
H (-1.391984, 1.522261, 0.040425)
H (2.370396, 2.570218, 1.414674)
H (2.111386, 2.429676, -0.224974)
O (1.888442, 2.196105, 0.670302)

Atomic forces in eV per Å
C 0.09 -0.35 0.61
O 0.16 0.19 -0.24
C -0.49 -1.09 -0.28
C 1.38 1.38 1.16
C 0.29 0.30 0.74
N -0.31 -0.45 0.97
N 1.52 -0.24 -2.01
H 0.14 0.29 -0.58
H -0.31 -0.26 0.03
H -0.30 -0.05 0.12
H -0.42 0.34 -0.03
H 0.44 0.38 -0.58
H -1.11 -0.63 -0.11
H -0.05 -0.19 -0.75
H -0.40 -0.49 -0.23
H -0.19 0.27 -0.20
H 0.42 0.06 -0.33
H -0.30 -0.49 -0.16
H 0.07 0.75 1.18
H -0.55 0.35 0.67
H 0.43 0.41 -0.85
H 0.89 0.69 0.11
O -1.39 -1.16 0.77

# 4
Computed, not measured: 2 unconnected molecules or ions with the total composition C4H15N2O2, with ωB97M-V/def2-TZVPD.

The gap between HOMO and LUMO is 9.88 eV. As for the total charge: +1.

Element x y z (Å)
N (-1.037209, 0.418024, 0.500471)
C (0.390284, 0.631994, 0.726346)
C (0.985348, -0.361223, 1.769494)
O (-0.145386, -0.324445, 2.715226)
C (1.189680, 0.477212, -0.670594)
N (0.570481, -0.547346, -1.507520)
C (1.459533, -1.722801, -1.571942)
H (-1.315698, 0.878503, -0.384220)
H (-1.637111, 0.814828, 1.223958)
H (-1.236823, -0.579697, 0.387640)
H (0.640942, 1.673741, 0.998417)
H (1.844556, 0.077645, 2.257381)
H (0.955651, -1.440757, 1.606776)
H (-0.064073, -0.939199, 3.451930)
H (1.228287, 1.499603, -1.018849)
H (2.184171, 0.177522, -0.375688)
H (0.290117, -0.092459, -2.360602)
H (0.821158, -2.653493, -1.496122)
H (2.272812, -1.780138, -0.870780)
H (1.790477, -1.972211, -2.587075)
H (-3.435477, 0.945754, -1.186441)
H (-2.582026, 1.325746, -2.505117)
O (-2.675552, 1.408569, -1.539349)

Atomic forces in eV per Å
N -0.38 0.42 -0.41
C 3.57 -0.73 -1.22
C -3.68 0.64 1.54
O -0.04 0.47 0.57
C -1.56 -0.04 1.98
N 1.12 0.98 1.25
C -2.38 -2.45 -2.22
H -0.25 -0.17 -0.10
H 0.28 -0.28 0.33
H 0.07 0.15 0.04
H -0.82 -0.59 0.51
H 0.55 -0.30 -0.30
H 1.21 0.28 -1.33
H 0.33 0.01 -0.08
H 0.00 0.01 -0.99
H 0.41 0.20 -0.07
H 0.33 -0.70 -0.57
H 0.54 0.82 0.84
H 0.10 0.38 0.26
H 0.67 0.89 0.03
H -0.46 -0.14 -0.66
H -0.63 -0.18 0.64
O 1.03 0.33 -0.06

# 5
Computed, not measured: 3 unconnected molecules or ions with the total composition C4H15N2O3, with ωB97M-V/def2-TZVPD.

The gap between HOMO and LUMO is 11.48 eV. As for the total charge: +1.

Element x y z (Å)
O (-1.777161, -0.570203, 0.535444)
C (-1.636423, 0.090065, -0.495274)
N (-2.683198, 0.112889, -1.373899)
C (-0.329514, 0.737842, -1.058561)
N (0.779589, 0.652663, -0.064772)
C (1.718805, -0.565167, -0.345526)
C (2.428511, -0.330541, -1.619669)
H (-2.959083, 0.749078, -2.096030)
H (-3.461354, -0.439383, -1.080758)
H (-0.217750, 0.132943, -2.040488)
H (-0.632670, 1.783383, -1.142615)
H (0.460357, 0.536332, 1.006072)
H (1.272674, 1.589573, -0.114942)
H (1.063860, -1.523558, -0.236496)
H (2.421646, -0.675771, 0.545009)
H (3.126470, -1.159383, -1.799003)
H (2.911101, 0.659375, -1.529494)
H (1.741174, -0.450539, -2.524134)
H (-1.260774, -1.667032, 3.211773)
H (-0.496695, -1.503952, 1.855217)
O (-0.355241, -1.319688, 2.808530)
H (-1.406976, 1.361778, 2.300059)
H (-0.215183, 0.556293, 2.914101)
O (-0.492163, 1.243004, 2.345455)

Atomic forces in eV per Å
O 1.24 0.89 -1.08
C -1.05 -1.26 -0.16
N 0.09 0.01 0.30
C -2.11 -1.27 0.58
N 0.83 -0.63 1.12
C -1.02 -0.94 2.40
C -0.40 -0.85 -1.65
H 0.80 0.52 -0.26
H -0.35 -0.32 0.41
H 0.58 1.57 1.65
H 0.51 -0.03 -0.73
H -0.55 0.95 -2.21
H -0.21 -1.61 0.25
H 0.86 1.81 -0.65
H -0.81 0.59 -1.13
H 0.29 0.56 0.26
H 0.08 -0.60 -0.67
H 0.86 0.75 1.16
H 2.92 1.07 -1.14
H -0.14 0.26 0.73
O -2.67 -1.79 0.79
H -2.10 -0.26 0.27
H -0.38 -1.60 1.33
O 2.74 2.20 -1.57

# 6
Computed, not measured: 2 unconnected molecules or ions with the total composition C4H15N2OS, with ωB97M-V/def2-TZVPD.

As for the multiplicity: 2. The gap between HOMO and LUMO (spin up / spin down) is 3.76 / 9.99 eV.

Element x y z (Å)
N (-2.098732, -0.426561, 0.497116)
C (-0.763917, -0.810275, -0.017039)
C (0.202469, 0.338771, -0.221076)
C (1.735969, -0.025388, -0.250253)
S (2.809525, 1.404076, -0.023068)
C (-1.050201, -1.744691, -1.401994)
N (-2.090235, -2.648030, -1.045280)
H (-2.039017, -0.131113, 1.580720)
H (-2.641757, -1.270407, 0.652932)
H (-2.686128, 0.333735, 0.012958)
H (-0.213007, -1.490066, 0.659553)
H (0.242379, 0.912345, 0.711290)
H (0.035947, 1.133902, -0.955303)
H (2.092125, -0.542889, -1.199742)
H (1.812497, -0.831963, 0.479602)
H (3.002121, 1.436995, 1.317187)
H (-1.278966, -1.088871, -2.203873)
H (-0.054020, -2.252711, -1.452193)
H (-2.770268, -2.603823, -1.908880)
H (-1.748769, -3.529918, -0.807575)
H (-1.161197, 2.458541, 2.638303)
H (-0.493427, 2.842488, 1.440455)
O (-1.059259, 2.141272, 1.822873)

Atomic forces in eV per Å
N 0.45 1.22 2.81
C 0.44 -0.89 -3.30
C 1.73 1.41 0.94
C -1.02 -1.80 -1.35
S 0.26 0.07 0.14
C 2.69 0.88 4.26
N -3.00 1.86 -3.38
H 0.07 0.06 -1.25
H -0.63 -0.56 -0.74
H 0.73 -0.81 0.04
H -1.06 0.20 0.12
H -0.62 -0.21 -0.08
H -0.60 -0.58 -0.35
H -0.52 0.91 0.88
H 0.69 0.31 0.41
H -0.33 -0.27 -0.32
H -0.06 0.37 -0.77
H -0.73 0.40 -0.83
H 1.45 -1.10 2.63
H 0.20 -1.75 -0.03
H -1.11 1.62 5.55
H -0.32 -0.56 -0.24
O 1.30 -0.79 -5.13

# 7
Computed, not measured: 2 unconnected molecules or ions with the total composition C4H15N2OS, with ωB97M-V/def2-TZVPD.

The gap between HOMO and LUMO is 9.11 eV. As for the total charge: +1.

Element x y z (Å)
N (-0.706415, 0.402829, 1.149661)
C (0.258240, -0.040881, 0.076767)
C (1.094178, 1.116157, -0.485192)
C (2.225003, 0.660328, -1.356547)
S (2.911589, 1.989630, -2.430852)
C (-0.589244, -0.640685, -1.079045)
N (-1.768109, -1.282964, -0.553352)
H (-0.534440, -0.115844, 2.018555)
H (-1.619454, 0.108072, 0.750124)
H (-0.585137, 1.371389, 1.464705)
H (0.891057, -0.822491, 0.481076)
H (1.487924, 1.674203, 0.362118)
H (0.434127, 1.923820, -0.834134)
H (1.972078, -0.139965, -2.049169)
H (3.109131, 0.309844, -0.820662)
H (1.759689, 2.187915, -3.085127)
H (-0.913140, 0.111729, -1.792977)
H (0.064353, -1.312703, -1.621219)
H (-2.483042, -1.359954, -1.262381)
H (-1.591916, -2.242234, -0.292093)
H (-1.650098, -2.053203, 3.952517)
H (-2.242835, -0.650260, 3.874447)
O (-1.523534, -1.194724, 3.532777)

Atomic forces in eV per Å
N 1.11 0.00 0.47
C -0.14 0.46 -1.39
C -0.48 0.64 2.01
C 0.77 0.32 -1.47
S -0.26 -0.11 0.38
C 0.43 -0.18 0.17
N -0.62 -0.33 0.05
H -0.49 -0.50 -0.07
H -0.41 0.09 0.47
H -0.39 0.01 -0.77
H 0.07 -0.02 0.28
H 0.67 -0.18 0.37
H -0.01 -0.61 -1.01
H -0.29 -0.10 0.17
H -0.30 0.02 0.36
H 0.05 0.07 -0.11
H 0.11 0.38 0.14
H 0.15 -0.19 -0.20
H -0.20 0.24 -0.06
H 0.16 -0.15 0.32
H 0.12 0.01 -0.04
H 0.03 -0.08 0.07
O -0.09 0.22 -0.13

# 8
Computed, not measured: 2 unconnected molecules or ions with the total composition C4H15N3, with ωB97M-V/def2-TZVPD.

The gap between HOMO and LUMO is 8.45 eV.

Element x y z (Å)
C (0.098797, 1.080867, 2.465590)
N (0.487882, 0.145462, 1.420800)
N (-0.462836, 0.149828, 0.104281)
C (-1.757037, -0.423900, 0.472602)
C (-0.550827, 1.485103, -0.482546)
H (0.118347, 2.128037, 2.133211)
H (-0.888864, 0.854737, 2.876884)
H (0.797209, 1.010508, 3.308796)
H (1.426486, 0.391598, 1.096792)
H (-2.335261, -0.586195, -0.441495)
H (-1.610025, -1.414810, 0.910228)
H (-2.271663, 0.201329, 1.206764)
H (0.447609, 1.848298, -0.741285)
H (-1.013037, 2.199838, 0.204879)
H (-1.098535, 1.422396, -1.427325)
C (1.709854, -1.808408, -1.950461)
N (0.309425, -1.422561, -1.900225)
H (1.961477, -2.252192, -2.920072)
H (1.903497, -2.519399, -1.140781)
H (2.339856, -0.929851, -1.747344)
H (0.145057, -0.736968, -2.639092)
H (0.242588, -0.823719, -0.810201)

Atomic forces in eV per Å
C -0.12 0.53 -0.11
N -1.60 -0.35 -1.78
N 1.90 0.76 3.40
C 0.53 -0.22 0.14
C 0.20 -0.19 0.13
H -0.15 -0.01 0.14
H 0.09 -0.07 -0.21
H 0.02 -0.21 -0.31
H -0.53 -0.12 -0.33
H 0.00 0.34 0.14
H 0.20 0.19 -0.03
H -0.31 0.04 -0.21
H 0.00 -0.13 0.14
H -0.18 0.07 -0.21
H -0.17 -0.01 0.24
C -0.03 0.21 0.01
N 0.00 1.08 2.85
H 0.26 -0.02 0.21
H 0.07 -0.13 -0.27
H 0.50 -0.23 -0.28
H -0.01 0.00 0.30
H -0.66 -1.52 -3.95

# 9
Computed, not measured: 2 unconnected molecules or ions with the total composition C4H15N3, with ωB97M-V/def2-TZVPD.

The gap between HOMO and LUMO is 9.49 eV.

Element x y z (Å)
N (0.514467, -1.464773, -0.521334)
C (-0.404042, -1.214831, 0.582889)
C (-0.763920, -2.479468, 1.336658)
N (-1.824954, -2.215905, 2.302765)
H (1.400858, -1.845946, -0.214415)
H (0.721932, -0.587612, -1.002707)
H (-1.317996, -0.788696, 0.164476)
H (0.049639, -0.474326, 1.260330)
H (-1.121507, -3.208571, 0.603708)
H (0.160339, -2.857226, 1.793018)
H (-2.120314, -3.084660, 2.721412)
H (-1.485980, -1.673154, 3.084623)
C (1.054972, 1.948440, -2.313972)
N (0.868898, 1.512934, -0.923004)
C (-0.019213, 2.440711, -0.233757)
H (0.128557, 1.777858, -2.855474)
H (1.236400, 3.034767, -2.357474)
H (1.897788, 1.461238, -2.799907)
H (1.763484, 1.574801, -0.451756)
H (0.443706, 3.442694, -0.139585)
H (-0.250442, 2.101248, 0.772523)
H (-0.932676, 2.600484, -0.809007)

Atomic forces in eV per Å
N 0.00 -0.35 -0.57
C 0.40 0.41 -0.27
C 0.26 0.25 -0.24
N -0.08 -0.14 0.13
H -0.06 -0.04 0.19
H -0.20 -0.24 0.35
H 0.02 0.07 0.10
H -0.40 0.00 0.30
H 0.06 0.00 0.15
H -0.03 -0.26 0.00
H -0.19 -0.22 -0.03
H 0.16 0.27 -0.02
C -0.05 0.65 0.46
N 0.14 0.30 -0.35
C 0.26 0.68 -0.01
H 0.02 -0.23 -0.20
H 0.08 -0.05 -0.10
H -0.14 -0.26 0.06
H 0.08 -0.20 -0.02
H -0.12 -0.15 -0.01
H -0.15 -0.18 -0.03
H -0.07 -0.30 0.11

# 10
Computed, not measured: 3 unconnected molecules or ions with the total composition C4H15N3O, with ωB97M-V/def2-TZVPD.

The gap between HOMO and LUMO (spin up / spin down) is 6.50 / 6.51 eV.

Element x y z (Å)
C (-0.968306, -0.750744, 0.152723)
C (-1.172204, 2.521227, 0.359800)
C (-0.217670, -1.475170, 1.199741)
C (-1.186717, -1.358094, -1.189018)
O (-0.555253, 1.548165, 1.129082)
H (-1.716290, -0.065628, 0.516985)
H (-1.537228, 3.349038, 0.993333)
H (-2.064384, 2.144388, -0.182184)
H (-0.508914, 2.974741, -0.399278)
H (0.115620, -0.775373, 1.969081)
H (0.624125, -2.042540, 0.795689)
H (-0.886824, -2.192868, 1.694961)
H (-1.939312, -2.153989, -1.077370)
H (-0.281990, -1.812774, -1.597348)
H (-1.592600, -0.636147, -1.899495)
N (1.332968, 0.381951, -0.703574)
N (1.867017, 0.936459, 0.447703)
N (1.999422, -0.747418, -1.183347)
H (0.295402, 0.147424, -0.498538)
H (1.032890, 1.427918, 0.888074)
H (2.202104, 0.213124, 1.095863)
H (2.641966, -1.133561, -0.493880)
H (2.516179, -0.500131, -2.019005)

Atomic forces in eV per Å
C -0.03 -0.16 0.16
C -0.01 0.02 0.11
C 0.11 0.08 -0.07
C 0.12 0.10 -0.08
O -0.03 -0.26 -0.22
H 0.02 0.13 0.01
H 0.02 -0.06 -0.08
H 0.04 0.00 0.00
H -0.03 -0.05 0.04
H -0.03 0.02 -0.03
H -0.04 0.02 -0.03
H -0.03 0.08 -0.08
H 0.06 0.09 0.09
H -0.01 0.02 0.06
H 0.01 -0.01 0.06
N -0.23 -0.07 -0.01
N 0.07 -0.04 0.02
N -0.10 0.00 0.12
H 0.17 0.06 0.00
H 0.03 -0.06 -0.06
H -0.08 -0.02 -0.08
H -0.04 0.10 -0.02
H -0.02 0.03 0.09

The calculation returns the following ΔE to the lowest compared entry with this formula, charge and spin values, one per record and in order: 170.7; 114.2; 105.1; 217.8; 242.8; 126.9; 27.7; 281.2; 48.8; 630.9 kJ/mol.
The calculation returns the following F_max values, one per record and in order: 0.052; 0.048; 0.049; 0.079; 0.075; 0.114; 0.042; 0.083; 0.016; 0.007 Eh/bohr.